The following is a DFT calculation (ωB97M-V/def2-TZVPD) of a structure of composition C13H20CoN2O2S.

Last column: Mulliken charge in e.
Atoms and positions in Å:
Co 0.063 0.480 -0.082  0.120
C 2.459 -0.795 -1.069  -1.088
N 2.087 0.154 -0.008  0.900
C 2.859 1.402 -0.183  -1.546
C 2.370 -0.435 1.325  -0.980
C 1.390 0.098 2.344  -0.749
N 0.013 -0.155 1.899  0.805
C -0.934 0.684 2.654  -1.318
C -0.381 -1.565 2.016  -0.972
H 3.523 -1.044 -1.013  0.372
H 2.249 -0.351 -2.041  0.301
H 1.874 -1.709 -0.965  0.337
H 3.932 1.187 -0.132  0.366
H 2.588 2.112 0.592  0.430
H 2.618 1.844 -1.147  0.414
H 3.400 -0.219 1.625  0.377
H 2.285 -1.519 1.243  0.420
H 1.503 1.180 2.438  0.406
H 1.573 -0.348 3.330  0.391
H -0.889 0.451 3.724  0.329
H -1.944 0.503 2.295  0.311
H -0.680 1.731 2.488  0.412
H -0.322 -1.913 3.055  0.345
H 0.253 -2.199 1.397  0.318
H -1.407 -1.662 1.661  0.230
O -3.644 0.212 0.469  -0.651
C -2.703 0.840 0.022  0.474
O -1.671 0.248 -0.540  -0.635
C -2.728 2.344 -0.020  0.317
C -3.991 2.922 0.135  -0.628
C -4.177 4.288 0.073  -0.557
C -3.071 5.106 -0.133  -0.504
C -1.813 4.551 -0.267  -0.859
C -1.609 3.165 -0.214  0.910
S 0.092 2.664 -0.342  -0.395
H -4.825 2.252 0.297  0.453
H -5.167 4.711 0.179  0.385
H -3.189 6.182 -0.185  0.357
H -0.953 5.194 -0.413  0.402

Properties
Total charge: 0
LUMO level (spin up / spin down), eV: 0.26 / 0.36
Strongest force on any atom, eV/A: 0.8
Multiplicity: 2